Entry 1:
Molecular formula: C6H14
Method: DFT, ωB97M-V with the def2-TZVPD basis set

Structure (XYZ):
```
20
C6H14 (ωB97M-V with the def2-TZVPD basis set)
C 0.693 2.327 -0.646
C 1.429 1.675 0.608
C 1.031 0.258 0.811
C -0.332 -0.122 0.929
C -1.207 -0.809 -0.064
C -0.799 -1.904 0.918
H 1.055 3.345 -0.784
H 1.045 1.720 -1.493
H -0.376 2.181 -0.569
H 1.276 2.421 1.403
H 2.479 1.765 0.313
H -0.733 -2.065 -3.683
H 1.848 -0.446 0.909
H -0.957 0.315 1.712
H -1.164 -1.227 -1.055
H -0.844 -2.079 -2.929
H -2.187 -0.364 0.097
H 0.192 -2.349 0.784
H -0.920 -1.894 2.012
H -1.527 -2.749 0.728
```

* HOMO: -0.229 Eh
* HOMO-LUMO gap: 6.789 eV
* E_LUMO: 0.544 eV
* M: 86.18 Da
* relative energy (zero: lowest compared OMol25 entry of this formula, charge and spin): 671.3 kJ/mol

***

Entry 2:
Molecular formula: C6H14AlO2
Method: DFT, ωB97M-V with the def2-TZVPD basis set

Structure (XYZ):
```
23
C6H14AlO2 (ωB97M-V with the def2-TZVPD basis set)
Al 32.660 -12.177 10.944
C 34.028 -7.809 10.769
C 32.807 -8.254 11.530
C 31.958 -6.967 11.877
O 32.091 -9.238 10.854
H 34.673 -8.566 10.323
H 34.711 -7.380 11.502
H 33.823 -7.039 10.025
H 33.182 -8.733 12.434
H 31.645 -6.348 11.035
H 32.528 -6.340 12.563
H 31.105 -7.360 12.431
C 36.615 -10.846 8.666
C 36.092 -12.280 8.572
C 36.877 -13.200 9.514
O 34.687 -12.380 8.743
H 35.943 -10.096 8.251
H 37.609 -10.712 8.239
H 36.716 -10.543 9.708
H 36.406 -12.625 7.587
H 36.566 -13.042 10.547
H 37.953 -13.143 9.346
H 36.663 -14.257 9.360
```

* HOMO: -0.445 Eh
* HOMO-LUMO gap: 3.000 eV
* E_LUMO: -9.114 eV
* total charge: +1
* M: 145.16 Da
* relative energy (zero: lowest compared OMol25 entry of this formula, charge and spin): 696.5 kJ/mol

***

Entry 3:
Molecular formula: C6H14BrN2
Method: DFT, ωB97M-V with the def2-TZVPD basis set

Structure (XYZ):
```
23
C6H14BrN2 (ωB97M-V with the def2-TZVPD basis set)
C -1.007 -0.603 0.665
C -1.301 -1.380 -0.669
C 1.107 -0.460 0.005
C 2.199 0.107 -0.826
C -0.738 2.196 1.489
C -0.108 1.604 0.266
N 0.026 0.214 0.405
N -0.114 -1.854 -1.275
Br 1.729 -1.894 1.120
H -1.883 -0.063 1.062
H -0.780 -1.320 1.327
H -1.968 -2.136 -0.382
H -1.824 -0.772 -1.464
H 3.151 0.253 -0.337
H 1.644 0.828 -1.498
H 2.352 -0.681 -1.511
H -0.140 1.959 2.385
H -0.956 3.234 1.305
H -1.698 1.640 1.650
H -0.856 1.665 -0.566
H 0.798 2.031 -0.089
H 0.182 -2.815 -0.841
H 0.185 -1.751 -2.220
```

* structure (SMILES): CC/[N+](CCN)=C(\C)Br
* HOMO: -0.517 Eh
* HOMO-LUMO gap: 10.079 eV
* E_LUMO: -3.991 eV
* total charge: +1
* M: 194.10 Da
* relative energy (zero: lowest compared OMol25 entry of this formula, charge and spin): 179.0 kJ/mol

***

Entry 4:
Molecular formula: C6H14BrOP
Method: DFT, ωB97M-V with the def2-TZVPD basis set

Structure (XYZ):
```
23
C6H14BrOP (ωB97M-V with the def2-TZVPD basis set)
C -0.889 -1.819 -0.552
C -2.812 -0.313 0.295
C 1.976 -0.116 1.046
C 2.100 1.602 -0.648
C -1.318 -0.705 0.432
C 1.390 0.313 -0.324
O -0.801 2.210 0.934
P -0.359 0.817 -0.096
Br -1.033 1.075 -2.112
H -0.024 -2.270 -0.193
H -1.785 -2.567 -0.519
H -0.765 -1.658 -1.555
H -3.038 -0.150 -0.754
H -3.009 0.718 0.741
H -3.442 -0.981 0.784
H 2.488 0.724 1.572
H 1.248 -0.554 1.654
H 2.840 -0.839 0.892
H 1.894 1.985 -1.630
H 3.153 1.653 -0.509
H 1.722 2.255 0.261
H -1.012 -0.924 1.468
H 1.478 -0.458 -1.187
```

* structure (SMILES): CC(C)P(=O)(Br)C(C)C
* HOMO: -0.343 Eh
* HOMO-LUMO gap: 9.875 eV
* E_LUMO: 0.540 eV
* M: 213.06 Da
* relative energy (zero: lowest compared OMol25 entry of this formula, charge and spin): 90.4 kJ/mol

***

Entry 5:
Molecular formula: C6H14Cl2FNbO2PZn
Method: DFT, ωB97M-V with the def2-TZVPD basis set

Structure (XYZ):
```
28
C6H14Cl2FNbO2PZn (ωB97M-V with the def2-TZVPD basis set)
C 2.797 1.858 0.701
C 1.693 2.177 -0.353
Cl 0.629 3.557 0.092
C 0.868 0.910 -0.801
Cl 2.126 -0.278 -1.403
Nb -0.480 0.117 0.846
C -2.412 0.577 -0.333
C -3.611 0.225 0.547
O -3.813 0.760 1.539
F -4.456 -0.739 0.113
P -0.604 -2.247 -0.207
C 0.838 -3.177 0.493
O -0.476 -2.215 -1.837
H 2.801 2.551 1.553
H 3.780 1.883 0.205
H 2.685 0.832 1.088
H 2.233 2.483 -1.266
H 0.223 1.269 -1.632
H 0.959 -0.332 1.848
H -1.532 -0.577 2.189
H -0.643 1.714 1.695
H -2.484 -0.113 -1.246
H -2.456 1.637 -0.637
H 0.864 -2.961 1.576
H 1.764 -2.810 0.015
H 0.699 -4.268 0.373
H 0.191 -2.896 -2.069
Zn -2.183 0.062 -3.090
```

* HOMO: -0.416 Eh
* HOMO-LUMO gap: 3.053 eV
* E_LUMO: -8.254 eV
* total charge: +1
* M: 397.35 Da

***

Entry 6:
Molecular formula: C6H14Cl2LiO10
Method: DFT, ωB97M-V with the def2-TZVPD basis set

Structure (XYZ):
```
33
C6H14Cl2LiO10 (ωB97M-V with the def2-TZVPD basis set)
Li -0.213 -1.015 0.501
Cl -1.039 -2.210 2.731
O -1.669 -0.965 2.276
O -1.712 -2.683 3.902
O -1.146 -3.134 1.618
O 0.349 -1.961 3.011
Cl 2.146 -2.825 -1.080
O 3.380 -2.129 -1.316
O 2.198 -3.590 0.138
O 1.090 -1.814 -0.968
O 1.834 -3.678 -2.195
C 0.051 2.529 1.622
C 0.447 2.691 0.154
C 1.361 1.491 -0.122
O 1.005 0.528 0.870
C 0.797 1.257 2.064
H -1.025 2.360 1.715
H 0.304 3.357 2.283
H 0.947 3.640 -0.058
H -0.383 2.682 -0.556
H 2.426 1.711 0.018
H 1.244 1.030 -1.100
H 1.761 1.497 2.528
H 0.226 0.636 2.749
C -1.146 0.220 -3.147
C -2.054 -0.252 -2.022
O -1.452 -0.033 -0.748
H -1.562 -0.133 -4.094
H -0.150 -0.199 -3.016
H -1.096 1.311 -3.185
H -2.147 -1.335 -2.104
H -3.037 0.213 -2.103
H -1.737 0.801 -0.365
```

* HOMO: -0.234 Eh
* HOMO-LUMO gap: 8.657 eV
* E_LUMO: 2.294 eV
* total charge: -1
* M: 324.01 Da
* relative energy (zero: lowest compared OMol25 entry of this formula, charge and spin): 21.0 kJ/mol

***

Entry 7:
Molecular formula: C6H14Cl4N2O4
Method: DFT, ωB97M-V with the def2-TZVPD basis set

Structure (XYZ):
```
30
C6H14Cl4N2O4 (ωB97M-V with the def2-TZVPD basis set)
Cl -1.926 -3.593 1.619
C -2.984 -3.904 0.189
C -2.337 -3.548 -1.148
Cl -1.249 -4.800 -1.824
H -3.913 -3.363 0.370
H -3.303 -4.943 0.279
H -1.809 -2.594 -1.151
H -3.012 -3.584 -2.003
Cl 4.360 -0.156 1.449
C 3.857 1.635 1.277
C 3.103 1.848 -0.044
Cl 3.808 1.006 -1.479
H 4.776 2.220 1.304
H 3.205 2.048 2.047
H 3.056 2.921 -0.232
H 2.099 1.454 0.117
C 0.170 -0.734 0.951
N -0.606 0.121 1.873
O -1.231 -0.490 2.737
O -0.590 1.372 1.779
H 0.249 -1.755 1.326
H 1.163 -0.295 0.866
H -0.370 -0.745 0.004
C -1.477 3.167 -1.378
N -0.259 2.368 -1.563
O -0.171 1.180 -1.477
O 0.693 3.049 -1.881
H -1.853 3.121 -0.356
H -2.275 2.806 -2.027
H -1.176 4.186 -1.624
```

* structure (SMILES): C[N+](=O)[O-].C[N+](=O)[O-].ClCCCl.ClCCCl
* HOMO: -0.388 Eh
* HOMO-LUMO gap: 10.567 eV
* E_LUMO: 0.000 eV
* M: 320.00 Da
* relative energy (zero: lowest compared OMol25 entry of this formula, charge and spin): 70.0 kJ/mol

***

Entry 8:
Molecular formula: C6H14ClCoI2NO3P
Method: DFT, ωB97M-V with the def2-TZVPD basis set

Structure (XYZ):
```
29
C6H14ClCoI2NO3P (ωB97M-V with the def2-TZVPD basis set)
I -0.972 2.371 -0.121
I 0.944 -2.490 0.123
Co -0.074 -0.099 -0.223
P 1.669 0.521 -1.459
C 3.126 1.165 -0.541
C 2.399 -0.782 -2.530
H 0.426 1.582 -3.224
H 2.179 1.920 -3.408
H 1.196 2.803 -2.180
C 1.346 1.847 -2.692
H 1.574 -1.264 -3.065
H 3.102 -0.341 -3.251
H 3.941 1.449 -1.223
H 3.485 0.392 0.149
H 2.903 -1.531 -1.909
H 2.822 2.043 0.041
C 0.696 0.264 1.366
O 1.129 0.549 2.375
Cl -1.053 -0.596 -2.127
N -3.886 -0.325 2.683
C -3.226 -1.624 2.440
C -1.819 -1.300 1.944
O -0.858 -1.707 2.602
O -1.882 -0.575 0.904
H -3.385 0.225 3.394
H -4.827 -0.466 3.057
H -3.962 0.259 1.834
H -3.190 -2.165 3.372
H -3.801 -2.125 1.669
```

* <S²>: 6.110
* HOMO (spin up / spin down): -0.588 / -0.605 Eh
* HOMO-LUMO gap (spin up / spin down): 7.113 / 5.854 eV
* E_LUMO (spin up / spin down): -8.876 / -10.603 eV
* 2S+1: 5
* total charge: +2
* M: 527.35 Da
* relative energy (zero: lowest compared OMol25 entry of this formula, charge and spin): 0.0 kJ/mol

***

Entry 9:
Molecular formula: C6H14ClN2O6S
Method: DFT, ωB97M-V with the def2-TZVPD basis set

Structure (XYZ):
```
30
C6H14ClN2O6S (ωB97M-V with the def2-TZVPD basis set)
Cl 18.648 16.280 -8.023
O 20.808 16.798 -12.233
C 20.049 16.847 -11.237
N 20.371 16.528 -9.958
C 18.605 17.271 -11.412
H 21.200 15.992 -9.745
H 19.688 16.730 -9.241
H 18.392 16.948 -12.431
H 18.546 18.346 -11.243
H 17.856 16.923 -10.700
O 15.092 18.030 -8.778
C 16.303 17.957 -8.745
N 16.878 17.753 -7.545
C 17.132 18.115 -9.995
H 16.214 17.808 -6.785
H 17.547 16.997 -7.536
H 18.182 17.923 -9.772
H 17.118 19.186 -10.201
H 16.910 17.520 -10.880
C 20.035 16.463 -5.761
C 21.526 16.574 -6.022
O 21.829 17.930 -5.613
S 20.659 18.573 -4.617
O 19.865 19.625 -5.265
O 21.127 18.883 -3.248
O 19.850 17.102 -4.523
H 19.693 15.429 -5.707
H 19.452 16.895 -6.575
H 21.653 16.388 -7.088
H 22.183 15.838 -5.559
```

* HOMO: -0.197 Eh
* HOMO-LUMO gap: 8.294 eV
* E_LUMO: 2.932 eV
* total charge: -1
* M: 277.71 Da
* relative energy (zero: lowest compared OMol25 entry of this formula, charge and spin): 621.5 kJ/mol

***

Entry 10:
Molecular formula: C6H14ClNSi
Method: DFT, ωB97M-V with the def2-TZVPD basis set

Structure (XYZ):
```
23
C6H14ClNSi (ωB97M-V with the def2-TZVPD basis set)
C 3.193 2.039 -2.625
C 1.932 2.377 -2.505
C -0.685 0.727 2.789
C -1.722 -1.378 -0.457
C 0.348 -2.534 -0.419
C -0.621 1.199 1.307
N -0.391 -1.361 0.026
Si 0.543 0.105 0.241
Cl 2.131 -0.475 1.394
H 3.813 2.583 -3.307
H 3.689 1.268 -2.105
H 1.299 3.184 -2.777
H 0.315 0.404 3.251
H -1.267 1.461 3.382
H -1.328 -0.132 2.710
H -2.269 -0.696 0.017
H -1.843 -1.068 -1.432
H -2.092 -2.300 -0.312
H 0.401 -3.217 0.338
H -0.072 -3.056 -1.249
H 1.315 -2.421 -0.809
H -0.245 2.163 1.389
H -1.533 1.570 0.899
```

* <S²>: 2.016
* HOMO (spin up / spin down): -0.255 / -0.328 Eh
* HOMO-LUMO gap (spin up / spin down): 7.938 / 7.898 eV
* E_LUMO (spin up / spin down): 0.987 / -1.040 eV
* 2S+1: 3
* M: 163.72 Da

***

> Among the records above, which one has the highest M?

C6H14ClCoI2NO3P

***

> Which of these has the highest M?

C6H14ClCoI2NO3P